Entry from the Open Molecules 2025 dataset: 2 unconnected molecules or ions with the total composition C34H66NO9P2 at a distorted geometry (ωB97M-V with the def2-TZVPD basis set).

Calculated values
HOMO-LUMO gap in eV: 8.7
E_LUMO in eV: -2.4
Charge: +1
Relative energy (zero: lowest compared OMol25 entry of this formula, charge and spin) in kJ/mol: 0.00

Cartesian coordinates (Å):
C 7.451 1.973 2.769
O 7.120 0.605 2.905
C 7.033 -0.076 1.665
C 6.056 -1.254 1.788
C 5.513 -1.650 0.409
C 4.429 -2.760 0.472
C 3.068 -2.105 0.727
C 1.853 -3.038 0.548
C 0.585 -2.194 0.335
C 0.386 -1.783 -1.130
C -0.922 -0.956 -1.332
C -0.462 0.486 -1.591
C -1.555 1.591 -1.528
C -1.186 2.650 -0.460
N -1.794 2.439 0.900
C -2.082 0.996 1.186
C -2.451 0.780 2.672
O -2.998 2.000 3.157
C -1.952 2.965 3.275
P -1.009 2.975 4.907
O -2.194 2.903 6.017
O -0.040 1.625 5.017
C -0.975 2.950 2.046
C -0.447 4.384 1.916
O 0.706 4.573 1.107
C 1.810 3.814 1.466
C 2.079 3.356 2.761
C 3.214 2.583 2.992
C 3.512 2.028 4.381
C 4.112 2.282 1.976
C 3.873 2.777 0.697
C 2.724 3.523 0.443
C 2.512 4.056 -0.975
C 2.135 2.954 -2.005
C 3.778 4.833 -1.432
H 7.028 2.545 3.597
H 8.540 2.107 2.727
H 7.038 2.403 1.845
H 6.686 0.568 0.846
H 8.027 -0.486 1.437
H 6.539 -2.083 2.313
H 5.208 -0.941 2.411
H 5.024 -0.767 -0.021
H 6.355 -1.939 -0.227
H 4.433 -3.231 -0.517
H 4.700 -3.499 1.230
H 2.943 -1.297 -0.006
H 3.095 -1.694 1.742
H 1.736 -3.580 1.496
H 1.999 -3.806 -0.215
H -0.297 -2.747 0.674
H 0.753 -1.277 0.921
H 0.447 -2.653 -1.789
H 1.226 -1.130 -1.398
H -1.412 -1.377 -2.212
H -1.522 -1.094 -0.431
H 0.311 0.693 -0.843
H 0.033 0.516 -2.562
H -1.511 2.116 -2.486
H -2.569 1.193 -1.453
H -1.502 3.635 -0.812
H -0.099 2.690 -0.406
H -2.702 2.909 0.894
H -1.188 0.401 0.992
H -2.926 0.649 0.594
H -1.562 0.544 3.266
H -3.221 0.018 2.765
H -2.453 3.943 3.241
H -1.836 2.508 6.826
H 0.455 1.573 4.186
H -0.207 2.201 2.246
H -1.252 5.034 1.562
H -0.193 4.719 2.929
H 1.392 3.577 3.573
H 3.063 2.640 5.163
H 4.582 1.869 4.512
H 3.050 1.032 4.422
H 5.006 1.686 2.137
H 4.550 2.592 -0.131
H 1.713 4.799 -0.994
H 1.216 3.214 -2.534
H 2.960 2.846 -2.714
H 2.056 1.996 -1.493
H 3.493 5.613 -2.144
H 4.491 4.146 -1.892
H 4.239 5.364 -0.595
O -5.815 -1.708 -3.778
P -6.083 -3.075 -3.256
O -4.604 -3.774 -3.189
C -3.634 -3.234 -2.302
C -3.918 -3.609 -0.857
O -6.680 -3.782 -4.605
C -7.436 -3.027 -5.559
C -6.615 -2.802 -6.810
O -6.831 -4.110 -2.273
C -7.257 -5.438 -2.625
C -6.121 -6.414 -2.817
H -3.586 -2.147 -2.418
H -2.667 -3.642 -2.603
H -4.857 -3.166 -0.514
H -3.114 -3.261 -0.204
H -4.015 -4.688 -0.750
H -7.770 -2.080 -5.137
H -8.327 -3.610 -5.801
H -5.664 -2.324 -6.575
H -7.153 -2.178 -7.525
H -6.381 -3.755 -7.286
H -7.922 -5.423 -3.485
H -7.867 -5.770 -1.783
H -5.566 -6.208 -3.731
H -6.517 -7.428 -2.887
H -5.420 -6.369 -1.983